1.
13
Properties=species:S:1:pos:R:3 method="wB97M-V/def2-TZVPD" gap_ev=9.27 de_lowest_kcal_mol=110.15 charge=0 e_lumo_ev=0.27
C 1.498 -1.068 -0.509
C 0.326 -0.211 -0.167
C 0.284 1.227 -0.172
N -0.954 1.665 -0.187
C -1.614 0.454 -0.154
N -2.089 -0.021 0.986
O -0.915 -0.549 -0.745
H 1.787 -0.952 -1.560
H 2.349 -0.779 0.114
H 1.275 -2.122 -0.323
H 1.130 1.897 -0.049
H -0.690 -0.296 1.186
H -2.387 0.754 1.581


2.
28
Properties=species:S:1:pos:R:3 method="wB97M-V/def2-TZVPD" gap_ev=9.69 de_lowest_kcal_mol=131.60 charge=0 e_lumo_ev=0.43
C 1.984 0.267 1.012
C 1.776 -0.523 -0.253
C 3.169 -0.331 0.293
C 1.127 -1.887 -0.229
C 1.798 1.765 1.039
H 1.693 -0.241 1.928
H 1.537 0.071 -1.130
H 3.658 -1.191 0.734
H 3.840 0.349 -0.220
H 1.380 -2.417 0.693
H 1.476 -2.498 -1.066
H 0.039 -1.815 -0.294
H 0.756 2.039 1.226
H 2.089 2.210 0.084
H 2.409 2.228 1.819
C -1.768 0.206 0.819
C -3.652 -0.725 -0.250
N -2.227 -0.754 0.036
C -1.121 0.776 -2.123
N -1.651 -0.287 -2.101
H -2.461 0.883 1.336
H -1.246 1.221 0.000
H -4.076 0.288 -0.300
H -4.169 -1.271 0.546
H -3.842 -1.237 -1.191
H -0.824 0.012 1.324
H -1.005 1.399 -0.897
H -0.689 1.463 -2.836


3.
36
Properties=species:S:1:pos:R:3 method="wB97M-V/def2-TZVPD" gap_ev=7.85 de_lowest_kcal_mol=0.00 charge=0 e_lumo_ev=0.19
C 1.702 -6.398 1.216
C 0.752 -5.262 1.298
C 0.609 -4.126 0.534
C -0.475 -3.431 1.106
C -1.039 -2.147 0.656
O -0.695 -1.578 -0.362
N -2.001 -1.688 1.516
N -2.869 -0.666 1.315
C -2.533 0.447 0.789
C -1.251 1.002 0.453
C 0.040 0.728 0.864
C 0.855 1.708 0.285
C 0.025 2.531 -0.448
C 0.305 3.695 -1.261
C 1.610 4.169 -1.420
C 1.855 5.283 -2.200
C 0.817 5.947 -2.834
C -0.476 5.474 -2.674
Cl -1.783 6.292 -3.459
C -0.743 4.362 -1.899
O -1.248 2.107 -0.326
N -0.960 -4.101 2.148
N -0.213 -5.193 2.247
H 2.404 -6.232 0.404
H 1.170 -7.331 1.032
H 2.260 -6.502 2.146
H 1.184 -3.817 -0.313
H -2.342 -2.370 2.186
H -3.372 1.106 0.597
H 0.355 -0.058 1.519
H 1.917 1.793 0.391
H 2.427 3.662 -0.934
H 2.865 5.643 -2.319
H 1.006 6.816 -3.443
H -1.753 4.003 -1.785
H -0.404 -5.866 2.974


4.
16
Properties=species:S:1:pos:R:3 method="wB97M-V/def2-TZVPD" gap_ev=9.35 de_lowest_kcal_mol=82.58 charge=0 e_lumo_ev=1.12
C -1.968 -0.009 -0.285
C -0.472 -0.154 -0.199
C 0.303 -1.436 -0.280
C 0.391 -0.602 0.967
C 1.294 0.637 0.761
N 1.846 0.570 -0.600
C 0.476 1.062 -0.383
H -2.383 0.543 0.565
H -2.472 -0.977 -0.312
H -2.267 0.536 -1.188
H -0.317 -2.313 -0.140
H 1.159 -1.544 -0.941
H 0.060 -0.951 1.941
H 1.721 1.237 1.558
H 2.481 1.340 -0.796
H 0.148 2.060 -0.667


5.
46
Properties=species:S:1:pos:R:3 method="wB97M-V/def2-TZVPD" gap_ev=8.82 de_lowest_kcal_mol=0.00 charge=0 e_lumo_ev=-0.12
Cl -2.369 0.262 -6.713
C -2.874 -0.326 -5.176
C -3.996 -1.127 -5.051
C -4.415 -1.557 -3.784
C -3.609 -1.213 -2.670
C -2.455 -0.427 -2.843
C -1.532 -0.128 -1.686
N -1.627 -0.815 -0.533
C -0.653 -0.612 0.310
N -0.600 -1.433 1.391
C -1.822 -1.485 2.221
C -1.982 -0.521 3.409
C -0.790 0.303 3.840
O 0.263 -0.648 4.090
C -0.207 -2.013 4.204
C -1.656 -1.977 3.679
N 0.325 0.228 0.209
C 0.259 0.924 -0.870
N 1.223 1.808 -1.152
C 2.405 1.825 -0.308
C 3.532 0.819 -0.507
C 4.515 0.639 0.602
O 5.078 1.936 0.902
C 4.806 2.867 -0.149
C 3.712 2.248 -0.999
N -0.582 0.798 -1.837
N -2.142 0.014 -4.086
H -4.661 -1.437 -5.869
H -5.302 -2.198 -3.692
H -3.882 -1.504 -1.654
H 0.238 -1.143 1.941
H -2.705 -1.798 1.702
H -2.979 -0.081 3.607
H -0.981 0.843 4.767
H -0.520 1.001 3.037
H 0.390 -2.724 3.628
H -0.157 -2.307 5.268
H -2.432 -2.491 4.203
H 1.334 1.845 -2.132
H 2.277 2.178 0.732
H 3.363 0.003 -1.227
H 4.017 0.278 1.489
H 5.290 -0.085 0.272
H 4.468 3.792 0.263
H 5.739 3.018 -0.710
H 3.696 2.423 -2.114


6.
75
Properties=species:S:1:pos:R:3 method="wB97M-V/def2-TZVPD" gap_ev=9.79 de_lowest_kcal_mol=0.00 charge=0 e_lumo_ev=0.32
C -0.749 -4.956 1.881
C -1.353 -5.152 0.471
C -1.970 -3.940 -0.319
P -1.219 -3.952 -2.014
O -2.026 -3.367 -3.101
O -3.396 -4.241 -0.500
S -4.112 -3.894 0.900
O -4.157 -5.010 1.770
O -5.326 -3.226 0.587
O -2.997 -2.869 1.445
C -2.061 -2.568 0.368
C -0.655 -2.064 0.768
C -0.515 -1.260 2.055
F -1.102 -1.883 3.140
C -2.725 -1.527 -0.567
C -2.757 -0.076 -0.071
C -3.458 0.236 1.252
C -4.948 -0.112 1.300
O -5.624 0.164 0.078
H 0.321 -5.163 1.880
H -0.937 -3.989 2.327
H -1.199 -5.686 2.555
H -2.119 -5.918 0.533
H -0.571 -5.590 -0.157
H -0.907 -5.302 -2.243
H 0.021 -3.308 -1.813
H 0.052 -2.892 0.783
H -0.333 -1.404 -0.039
H 0.553 -1.161 2.274
H -0.901 -0.248 1.950
H -3.726 -1.842 -0.851
H -2.145 -1.532 -1.495
H -3.276 0.497 -0.841
H -1.739 0.327 -0.054
H -3.346 1.312 1.423
H -2.988 -0.263 2.104
H -5.412 0.506 2.074
H -5.100 -1.145 1.599
H -5.817 -0.679 -0.344
C 4.130 0.989 -1.226
C 3.053 0.818 -2.084
C 1.759 0.816 -1.582
C 1.546 0.984 -0.221
C 2.622 1.149 0.640
C 3.916 1.154 0.136
H 5.139 0.995 -1.619
H 3.221 0.687 -3.146
H 0.917 0.687 -2.252
H 0.534 0.988 0.169
H 2.454 1.278 1.702
H 4.757 1.286 0.804
C -3.758 4.122 3.080
C -2.543 3.706 3.606
C -1.685 4.629 4.189
C -2.041 5.969 4.242
C -3.254 6.386 3.711
C -4.112 5.463 3.130
H -4.429 3.401 2.630
H -2.265 2.660 3.563
H -0.739 4.303 4.602
H -1.373 6.689 4.698
H -3.530 7.432 3.749
H -5.059 5.788 2.717
C 6.504 0.913 -4.628
C 7.658 0.463 -5.255
C 8.776 1.283 -5.320
C 8.740 2.553 -4.761
C 7.585 3.004 -4.137
C 6.467 2.184 -4.071
H 5.633 0.272 -4.575
H 7.686 -0.526 -5.693
H 9.676 0.932 -5.808
H 9.612 3.191 -4.811
H 7.555 3.995 -3.703
H 5.566 2.536 -3.585


7.
9
Properties=species:S:1:pos:R:3 method="wB97M-V/def2-TZVPD" gap_ev=9.96 de_lowest_kcal_mol=30.49 charge=0 e_lumo_ev=0.87
F -1.007 -1.198 1.091
C -0.825 -0.169 0.257
Cl -2.292 0.227 -0.536
C 0.343 0.751 0.456
C 0.626 -0.278 -0.701
Cl 1.454 -1.714 -0.311
H 1.098 0.593 1.303
H 0.236 1.721 0.161
H 0.367 0.067 -1.720


8.
19
Properties=species:S:1:pos:R:3 method="wB97M-V/def2-TZVPD" gap_ev=9.36 de_lowest_kcal_mol=35.56 charge=0 e_lumo_ev=1.07
C 2.122 -1.205 0.567
C 1.708 -0.116 -0.099
C 0.385 0.465 -0.011
C -0.150 1.105 -1.082
C -1.609 1.264 -1.354
C -0.631 0.112 1.078
C -1.179 -1.317 0.844
H 1.475 -1.624 1.322
H 3.021 -1.693 0.237
H 2.267 0.334 -0.919
H 0.508 1.413 -1.893
H -2.176 0.331 -1.228
H -1.944 1.627 -2.324
H -2.034 1.950 -0.610
H -0.077 0.080 2.021
H -1.342 0.917 1.270
H -0.798 -1.633 -0.142
H -2.232 -1.553 0.758
H -0.842 -2.090 1.543


9.
15
Properties=species:S:1:pos:R:3 method="wB97M-V/def2-TZVPD" gap_ev=9.43 de_lowest_kcal_mol=20.13 charge=0 e_lumo_ev=0.89
C 2.708 0.035 -0.185
C 1.197 0.238 -0.034
C 0.092 0.650 -0.769
N -1.069 0.209 -0.031
C -2.527 -0.085 -0.216
C -0.532 -0.352 1.077
N 0.761 -0.348 1.132
H 3.209 0.360 0.737
H 2.871 -1.053 -0.217
H 3.239 0.464 -1.038
H 0.001 1.306 -1.630
H -2.760 -0.711 -1.086
H -2.827 -0.686 0.657
H -3.199 0.781 -0.220
H -1.163 -0.807 1.823


10.
52
Properties=species:S:1:pos:R:3 method="wB97M-V/def2-TZVPD" gap_ev=7.86 charge=+1 e_lumo_ev=-3.61
C -3.910 1.524 1.590
C -3.336 0.701 2.555
C -1.980 0.389 2.500
C -1.196 0.879 1.459
C 0.159 0.155 1.199
C -0.084 -1.071 0.354
C 0.417 -2.423 0.915
C 1.934 -2.635 0.877
C 2.708 -1.501 0.226
C 2.075 -1.101 -1.103
C 0.602 -0.865 -0.977
N -0.105 -0.626 -2.076
C 0.662 -0.391 -3.324
C -0.220 -0.174 -4.541
O -1.414 -0.969 -4.475
C -2.258 -0.523 -3.412
C -1.590 -0.595 -2.037
S 1.246 1.251 0.279
C 1.679 2.572 1.388
C 1.740 2.231 2.866
C 2.172 0.784 3.057
S 0.830 -0.401 2.782
C -1.733 1.767 0.535
C -3.103 2.078 0.585
H -4.978 1.761 1.640
H -3.943 0.274 3.365
H -1.542 -0.291 3.247
H -1.172 -1.200 0.223
H -0.061 -3.185 0.276
H 0.039 -2.591 1.937
H 2.139 -3.540 0.289
H 2.307 -2.844 1.889
H 2.750 -0.645 0.904
H 3.752 -1.801 0.069
H 2.594 -0.216 -1.506
H 2.250 -1.930 -1.807
H 1.334 0.469 -3.196
H 1.270 -1.287 -3.529
H -0.442 0.903 -4.652
H 0.308 -0.562 -5.426
H -2.590 0.520 -3.590
H -3.125 -1.203 -3.431
H -1.952 -1.515 -1.545
H -1.949 0.260 -1.437
H 2.688 2.869 1.056
H 0.983 3.385 1.164
H 2.498 2.866 3.330
H 0.781 2.416 3.349
H 3.059 0.518 2.470
H 2.372 0.574 4.115
H -1.124 2.190 -0.271
H -3.541 2.749 -0.153


11.
8
Properties=species:S:1:pos:R:3 method="wB97M-V/def2-TZVPD" gap_ev=10.60 de_lowest_kcal_mol=7.06 charge=0 e_lumo_ev=0.54
O 0.902 1.735 -0.071
C 0.086 1.079 -0.646
N -0.389 -0.163 -0.226
C 0.147 -0.903 0.824
O 0.848 -0.516 1.713
H -0.372 1.388 -1.601
H -1.063 -0.656 -0.787
H -0.159 -1.965 0.794


12.
88
Properties=species:S:1:pos:R:3 method="wB97M-V/def2-TZVPD" gap_ev="7.27 / 6.39" de_lowest_kcal_mol=6.27 charge=+1 e_lumo_ev="-3.58 / -4.44" multiplicity=2
Ir 0.086 -0.218 0.172
C 3.208 -1.703 1.910
C 3.055 -0.281 1.482
C 4.128 0.602 1.468
C 3.632 1.812 1.050
N 2.326 1.666 0.839
N 1.935 0.389 1.103
B 1.238 2.677 0.498
N 0.111 2.404 1.525
C -0.177 3.015 2.672
C -1.298 2.427 3.217
C -1.652 1.405 2.347
C -2.846 0.524 2.472
N -0.771 1.383 1.314
N 0.651 2.376 -0.906
C 0.731 3.108 -2.014
C -0.103 2.553 -2.964
C -0.693 1.449 -2.366
C -1.751 0.583 -2.964
N -0.199 1.343 -1.108
N 1.699 4.110 0.520
C 0.992 5.232 0.821
C 1.746 6.312 0.456
C 2.924 5.763 -0.094
C 4.092 6.485 -0.687
N 2.886 4.442 -0.070
H 4.269 -1.892 2.060
H 2.829 -2.403 1.178
H 2.697 -1.886 2.857
H 5.144 0.369 1.734
H 4.104 2.765 0.890
H 0.435 3.824 3.036
H -1.808 2.706 4.123
H -3.577 1.009 3.117
H -2.582 -0.434 2.909
H -3.295 0.342 1.496
H 1.361 3.982 -2.050
H -0.291 2.921 -3.958
H -2.325 1.173 -3.675
H -2.427 0.211 -2.196
H -1.325 -0.263 -3.501
H 0.005 5.192 1.249
H 1.495 7.354 0.569
H 4.079 7.536 -0.406
H 4.071 6.425 -1.776
H 5.030 6.044 -0.351
O 0.971 -2.797 -4.668
C 2.072 -2.062 -4.416
C 3.080 -2.087 -5.377
C 4.243 -1.370 -5.190
C 4.438 -0.609 -4.036
C 3.444 -0.571 -3.086
C 2.249 -1.286 -3.261
C 1.214 -1.182 -2.234
O 1.470 -0.421 -1.194
N 0.074 -1.776 -2.358
N -0.737 -1.495 -1.264
C -1.871 -2.118 -1.254
S -3.045 -1.940 0.019
C -4.400 -2.623 -0.970
C -3.830 -3.766 -1.782
S -2.296 -3.179 -2.557
H 0.348 -2.695 -3.927
H 2.921 -2.685 -6.265
H 5.011 -1.398 -5.953
H 5.356 -0.057 -3.890
H 3.565 0.015 -2.185
H -4.786 -1.833 -1.612
H -5.179 -2.954 -0.284
H -4.506 -4.069 -2.581
H -3.596 -4.626 -1.157
F -4.114 -5.469 1.579
C -3.493 -4.611 2.390
C -2.170 -4.478 2.374
N -1.512 -3.590 3.210
C -0.117 -3.279 2.951
C -0.034 -2.269 1.833
O 0.701 -2.407 0.838
O -0.783 -1.241 1.880
C -2.194 -2.811 4.132
O -1.638 -2.046 4.886
N -3.565 -2.971 4.100
C -4.329 -3.805 3.279
O -5.532 -3.814 3.318
H -1.554 -5.056 1.698
H 0.428 -4.180 2.680
H 0.311 -2.840 3.851
H -4.082 -2.411 4.763


13.
51
Properties=species:S:1:pos:R:3 method="wB97M-V/def2-TZVPD" gap_ev=5.29 de_lowest_kcal_mol=73.24 charge=+3 e_lumo_ev=-13.24
Hf 3.244 -0.627 -0.248
C 0.088 0.321 -0.080
O 1.449 0.154 0.245
H -0.461 -0.542 0.218
H 0.192 0.394 -1.172
H -0.291 1.255 0.336
O 2.770 2.370 1.161
H 2.124 2.484 0.468
H 3.142 3.237 1.237
O 0.571 1.892 -3.178
H -0.269 1.527 -3.333
H 0.530 2.327 -2.329
O -0.683 -1.383 2.914
H -1.109 -1.737 2.156
H -1.281 -0.756 3.318
O -1.777 -2.577 0.930
H -2.372 -2.029 0.478
H -2.379 -3.232 1.260
O 1.335 -2.154 1.363
H 0.643 -1.661 1.834
H 1.457 -2.945 1.798
O -2.237 0.766 1.797
H -2.197 1.653 2.202
H -1.340 0.552 1.556
O -2.506 1.330 -2.018
H -3.388 1.253 -2.442
H -2.599 2.160 -1.581
O -3.804 -1.197 -0.425
H -4.544 -1.568 -0.907
H -3.064 -1.223 -1.039
O 3.375 -0.359 1.880
H 4.215 -0.219 2.413
H 2.612 0.007 2.351
O -0.252 2.447 2.531
H -0.748 2.747 3.345
H 0.459 1.815 2.705
O 2.847 0.929 -1.904
H 2.001 0.862 -2.289
H 2.975 1.869 -1.663
O 1.875 -1.927 -1.444
H 1.041 -2.242 -1.129
H 1.749 -1.838 -2.426
O -1.831 -1.265 -2.128
H -2.014 -0.365 -2.255
H -0.927 -1.419 -2.167
O 0.994 3.155 -0.736
H 0.504 3.931 -0.655
H 0.427 2.394 -0.466
O -0.266 -3.396 -1.183
H 0.379 -4.078 -0.938
H -0.670 -3.076 -0.370


Q: Which electronic energy values were calculated for the entries above? A: -9268.725, -11562.695, -39379.689, -7854.578, -44530.173, -64777.523, -30919.993, -7451.890, -8294.123, -46395.135, -7707.537, -91786.597, -35610.481, in eV.